Record 1
A gas-phase ion, C13H22N3O2 (charge +1) at a distorted geometry. Source: the OMol25 dataset; level of theory: the ωB97M-V functional and the def2-TZVPD basis.

Last column: natural (NBO) charge in e.
Cartesian coordinates (Å):
C  -0.493  -4.623  -1.157  -0.428
N  -1.000  -3.267  -1.452  -0.290
C  -1.141  -2.745  -2.734  -0.019
C  -1.755  -1.510  -2.594  -0.059
N  -1.944  -1.299  -1.243  -0.296
C  -2.488  -0.050  -0.663  0.103
O  -1.476  0.676  0.074  -0.545
C  -2.027  1.772  0.797  -0.059
C  -0.937  2.613  1.531  -0.231
C  -0.219  1.749  2.562  -0.406
C  0.892  2.543  3.299  -0.391
C  1.859  3.222  2.308  -0.398
C  1.073  4.083  1.309  -0.401
C  0.043  3.253  0.555  -0.398
C  -1.472  -2.279  -0.572  0.457
C  -1.406  -2.330  0.940  -0.393
N  -2.342  -3.315  1.433  0.148
O  -3.059  -2.829  2.287  -0.217
H  -0.385  -5.268  -2.027  0.249
H  -1.150  -5.202  -0.543  0.247
H  0.494  -4.536  -0.667  0.232
H  -0.838  -3.258  -3.667  0.267
H  -1.987  -0.840  -3.411  0.263
H  -3.329  -0.307  -0.014  0.200
H  -2.885  0.586  -1.469  0.212
H  -2.670  1.356  1.557  0.173
H  -2.604  2.394  0.106  0.179
H  -1.402  3.473  2.007  0.218
H  0.250  0.944  2.038  0.192
H  -0.952  1.357  3.279  0.209
H  1.429  1.867  3.967  0.212
H  0.464  3.316  3.973  0.201
H  2.422  2.410  1.834  0.193
H  2.548  3.844  2.856  0.220
H  1.733  4.580  0.608  0.219
H  0.581  4.896  1.868  0.200
H  0.532  2.426  0.011  0.196
H  -0.509  3.869  -0.185  0.209
H  -0.393  -2.546  1.255  0.268
H  -1.586  -1.335  1.363  0.262

Results
Energy above the lowest of the compared OMol25 structures with the same formula, charge and spin   0.475 eV
SMILES   Cn1cc[n+](COCC2CCCCC2)c1CN=O
Charge   +1
LUMO energy   -3.9859 eV
HOMO level   -0.4771 Ha
DFT total energy   -822.97220 hartree

=====

Record 2
A molecular structure, C39H38BFN10SSn at a distorted geometry. Source: the OMol25 dataset; level of theory: the ωB97M-V functional and the def2-TZVPD basis.

Last column: Mulliken charge in e.
Cartesian coordinates (Å):
Sn  0.413  0.416  -0.027  2.229
C  -0.413  -3.135  1.048  -0.689
C  -0.641  -2.110  2.094  0.294
C  -1.040  -2.295  3.418  -1.976
C  -1.126  -1.026  3.947  0.203
N  -0.791  -0.144  2.993  0.378
N  -0.504  -0.807  1.867  0.309
B  -0.811  1.393  3.053  0.110
N  -1.698  1.925  1.928  0.802
C  -2.764  2.732  2.000  0.170
C  -3.147  3.065  0.722  -1.737
C  -2.236  2.421  -0.119  0.298
C  -2.176  2.508  -1.594  -0.823
N  -1.381  1.733  0.633  -0.128
N  0.599  1.979  2.829  0.427
C  1.213  2.934  3.543  0.198
C  2.361  3.306  2.881  -1.910
C  2.385  2.527  1.722  0.549
C  3.391  2.531  0.638  -1.152
N  1.314  1.741  1.721  0.168
N  -1.266  1.811  4.440  0.889
C  -0.589  1.532  5.583  -0.403
C  -1.277  2.085  6.634  -1.360
C  -2.396  2.709  6.047  0.609
C  -3.473  3.484  6.710  -1.317
N  -2.355  2.519  4.741  -1.355
H  -0.514  -4.130  1.470  0.454
H  -1.139  -3.022  0.245  0.024
H  0.581  -3.035  0.617  -0.015
H  -1.243  -3.220  3.916  0.543
H  -1.401  -0.719  4.935  0.574
H  -3.166  3.014  2.953  0.681
H  -3.956  3.704  0.432  0.519
H  -3.161  2.728  -2.000  0.387
H  -1.483  3.294  -1.885  0.253
H  -1.805  1.573  -2.002  -0.130
H  0.807  3.305  4.462  0.520
H  3.071  4.049  3.177  0.508
H  4.076  3.364  0.765  0.416
H  3.961  1.604  0.648  0.157
H  2.896  2.616  -0.324  0.173
H  0.325  0.975  5.569  0.659
H  -1.025  2.058  7.674  0.448
H  -3.330  3.480  7.787  0.364
H  -3.466  4.514  6.356  0.297
H  -4.447  3.058  6.477  0.317
C  1.438  0.732  -3.891  -1.111
C  2.663  0.078  -3.371  0.674
C  3.754  -0.131  -4.248  -0.952
C  4.890  -0.722  -3.781  -1.051
C  4.961  -1.105  -2.424  0.826
C  6.113  -1.690  -1.870  -0.621
C  6.143  -2.044  -0.539  -0.911
C  5.027  -1.835  0.262  -0.596
C  3.867  -1.258  -0.247  1.707
S  2.550  -1.087  0.836  -0.219
C  3.813  -0.860  -1.617  -1.204
N  2.705  -0.288  -2.108  0.510
H  1.315  0.531  -4.951  0.556
H  1.536  1.808  -3.749  0.287
H  0.563  0.420  -3.330  -0.017
H  3.666  0.175  -5.279  0.541
H  5.738  -0.910  -4.424  0.454
H  6.974  -1.846  -2.503  0.453
H  7.030  -2.487  -0.115  0.417
H  5.053  -2.115  1.304  0.580
F  0.867  2.043  -1.261  -0.753
N  -1.051  -0.339  -1.420  -0.622
C  -1.401  -1.306  -2.124  0.036
C  -2.682  -1.001  -2.834  -0.201
C  -3.779  -0.563  -2.104  0.022
C  -4.955  -0.245  -2.759  -0.858
C  -5.015  -0.320  -4.141  -0.493
C  -3.911  -0.734  -4.868  -0.828
C  -2.738  -1.079  -4.221  -0.141
C  -0.780  -2.603  -2.405  0.091
C  -1.569  -3.692  -2.777  -0.311
C  -0.977  -4.905  -3.073  -0.866
C  0.403  -5.036  -3.026  -0.675
C  1.190  -3.960  -2.643  -0.890
C  0.602  -2.752  -2.325  1.222
H  -3.699  -0.480  -1.031  0.443
H  -5.817  0.070  -2.191  0.440
H  -5.923  -0.048  -4.655  0.430
H  -3.962  -0.787  -5.944  0.416
H  -1.872  -1.394  -4.781  0.489
H  -2.643  -3.589  -2.815  0.552
H  -1.593  -5.747  -3.351  0.458
H  0.863  -5.976  -3.289  0.433
H  2.264  -4.064  -2.598  0.512
H  1.207  -1.903  -2.043  -0.156

Results
Energy above the lowest of the compared OMol25 structures with the same formula, charge and spin   0.884 eV
Multiplicity   2
Charge   +1
LUMO energy (spin up / spin down)   -3.6067 / -5.8826 eV
HOMO level (spin up / spin down)   -0.3991 / -0.3993 Ha
DFT total energy   -2793.66469 hartree

=====

Record 3
A single C8H8N2 molecule at a distorted geometry. Source: the OMol25 dataset; level of theory: the ωB97M-V functional and the def2-TZVPD basis.

Last column: natural (NBO) charge in e.
Cartesian coordinates (Å):
C  -1.925  0.534  -0.622  -0.230
C  2.541  0.555  -0.029  0.059
C  -0.997  1.369  -0.138  -0.045
C  1.445  1.314  0.337  -0.155
C  1.318  -1.373  -0.330  -0.003
C  -1.208  -1.155  0.892  -0.375
C  -1.434  -0.872  -0.510  -0.241
C  0.010  -0.713  0.108  0.068
N  2.442  -0.748  -0.406  -0.485
N  0.176  0.710  0.280  -0.302
H  -2.772  0.971  -1.180  0.234
H  3.410  1.092  0.032  0.186
H  -1.234  2.453  -0.128  0.228
H  1.331  2.410  0.617  0.211
H  1.211  -2.382  -0.646  0.175
H  -1.458  -0.464  1.681  0.228
H  -1.199  -2.124  1.211  0.221
H  -1.656  -1.577  -1.169  0.229

Results
Energy above the lowest of the compared OMol25 structures with the same formula, charge and spin   1.199 eV
Multiplicity   3
LUMO energy (spin up / spin down)   1.0078 / -1.5149 eV
HOMO level (spin up / spin down)   -0.1884 / -0.3203 Ha
DFT total energy   -418.94568 hartree